Formula: C25H35MoN2
Source: the Open Molecules 2025 dataset
Level of theory: ωB97M-V/def2-TZVPD

Last column: Mulliken spin population.
Atoms and positions in Å:
1 Mo 0.0000 0.0000 0.0000  2.042
2 N 0.8721 1.5262 3.9290  0.011
3 N 0.1666 0.6115 2.0317  -0.116
4 C 1.1164 1.3696 2.6077  0.077
5 C -1.2114 -2.6952 -2.0872  -0.020
6 C -0.4924 2.1209 -2.2028  0.097
7 C -0.0938 -2.0828 -1.2931  0.027
8 C -2.1988 -0.1590 0.0768  -0.110
9 C 0.5681 2.0069 -1.2667  -0.154
10 C 0.9978 -1.3277 -1.7970  0.056
11 C -2.8268 2.9967 -1.8220  -0.003
12 C 1.2118 -0.8877 -3.2183  0.013
13 C 3.3405 -0.5720 -0.8588  -0.001
14 C 1.8844 2.3926 -1.5975  0.048
15 C 2.1774 2.8305 -2.8920  -0.003
16 C -0.6852 0.2699 3.0218  0.069
17 C 2.1516 -1.9724 1.7605  -0.021
18 C -0.7256 -3.1862 1.0069  0.026
19 C 1.6456 2.2800 4.9043  -0.002
20 C 1.9509 -1.1326 -0.7113  -0.083
21 C 0.1367 -2.3301 0.1207  -0.001
22 C -1.8630 1.1870 -0.3373  -0.115
23 C -2.4730 0.6855 -2.7608  0.002
24 C 1.1462 2.8962 -3.8458  0.021
25 C -0.2505 0.8354 4.1936  -0.005
26 C -1.9254 1.7399 -1.7778  0.012
27 C 1.4395 -1.8065 0.4481  0.066
28 C -0.1684 2.5456 -3.5047  -0.016
29 H 2.5213 2.7616 4.4220  0.001
30 H -2.5116 1.0784 -3.7911  0.000
31 H -2.9495 3.3744 -2.8534  0.000
32 H 0.3088 1.9779 -0.1596  0.042
33 H -1.3389 -2.2049 -3.0650  -0.003
34 H -0.9544 2.6183 -4.2638  0.000
35 H -3.8257 2.7540 -1.4187  -0.001
36 H 2.7642 -1.0890 2.0000  -0.002
37 H 1.0029 3.0655 5.3567  0.000
38 H -0.3627 -4.2327 1.0265  0.002
39 H 1.7650 0.0640 -3.2674  -0.001
40 H -2.6098 -0.8589 -0.6630  0.013
41 H -0.7260 -2.8098 2.0425  -0.001
42 H 1.7966 -1.6439 -3.7765  0.001
43 H -2.1761 -2.6592 -1.5536  0.002
44 H 1.9979 1.5981 5.7069  0.001
45 H 1.9566 1.8037 2.0816  0.003
46 H -2.6213 -0.3036 1.0799  0.021
47 H -1.9939 1.9707 0.4230  0.013
48 H -0.9860 -3.7619 -2.2766  0.000
49 H -3.4928 0.3844 -2.4678  0.001
50 H -2.3938 3.8060 -1.2090  0.000
51 H 3.1972 3.1247 -3.1601  0.000
52 H -1.8325 -0.2111 -2.7627  0.008
53 H 1.4434 -2.1204 2.5909  0.000
54 H -1.7702 -3.1977 0.6553  -0.002
55 H 4.0875 -1.3895 -0.8758  0.003
56 H 3.6017 0.1004 -0.0246  -0.009
57 H 1.3672 3.2372 -4.8630  0.001
58 H 3.4467 -0.0081 -1.7983  0.000
59 H -1.5533 -0.3588 2.9211  -0.003
60 H 2.8218 -2.8522 1.7209  0.000
61 H 0.2559 -0.7440 -3.7461  -0.008
62 H -0.7170 0.7455 5.1659  -0.001
63 H 2.6628 2.3473 -0.8304  0.000

Atoms 1-2, force components in eV/Å:
-0.14 -1.34 -1.67
0.61 0.13 -0.89

Max |F| (eV/A): 2.1
HOMO energy (spin up / spin down) (eV): -10.50 / -10.42
Net charge: +1
Spin multiplicity: 3